{
  "formula": "C4H7NS2",
  "method": "the ωB97M-V functional and the def2-TZVPD basis",
  "total_energy_ev": -27421.725,
  "smiles": "CSC(=S)/C=C/N",
  "charge": 0,
  "e_homo_ev": -8.1,
  "multiplicity": 1,
  "lumo_ha": 0.006,
  "e_above_lowest_kcal_mol": 2.8,
  "elements": ["C", "S", "C", "S", "C", "C", "N", "H", "H", "H", "H", "H", "H", "H"],
  "xyz": [[-3.1987, 0.0279, -0.0021], [-1.7177, -0.9806, -0.0069], [-0.4077, 0.1948, 0.0161], [-0.6611, 1.8351, 0.0107], [0.8691, -0.4748, 0.0287], [2.0244, 0.2335, -0.0264], [3.2673, -0.2848, 0.0036], [-3.2119, 0.6987, -0.8797], [-3.2694, 0.6216, 0.9134], [-4.0430, -0.6708, -0.0489], [0.9078, -1.5604, 0.0663], [1.9640, 1.3239, -0.0926], [4.0659, 0.3143, -0.0169], [3.4111, -1.2784, 0.0347]],
  "forces_ev_per_a": [[-0.223, 0.294, -0.273], [0.177, 0.171, 0.043], [-0.307, 0.129, -0.066], [0.043, -0.446, 0.011], [0.289, 0.250, -0.083], [-0.229, 0.174, 0.079], [-0.159, -0.062, -0.056], [0.000, -0.331, 0.466], [0.077, -0.081, -0.189], [0.227, 0.128, -0.023], [-0.115, 0.066, 0.027], [0.020, -0.345, 0.067], [0.143, 0.026, -0.037], [0.058, 0.028, 0.034]]
}